[1]
Below is a molecular structure, C21H26BrN3O4Te4Ti, with properties calculated with wB97M-V/def2-TZVPD.

Structure (ORCA input):
```
! wB97M-V def2-TZVPD RIJCOSX def2/J DEFGRID3
* xyz -2 1
Ti -0.33133 0.83371 1.00217
C -3.59386 -0.06190 3.51954
C -2.95460 0.54043 2.30633
O -1.63162 0.35243 2.25752
C -3.62008 1.25760 1.38757
C -2.94541 1.88761 0.22247
C -3.92261 2.37945 -0.82795
N -1.85455 1.07590 -0.27823
N -2.26951 -0.01747 -1.02219
C -1.41773 -0.96582 -0.87179
O -0.38848 -0.85144 -0.04792
C -1.53894 -2.22262 -1.63979
C -0.60414 -3.24030 -1.45856
C -0.70648 -4.42795 -2.17157
C -1.74327 -4.61753 -3.07333
C -2.68076 -3.60473 -3.25646
C -2.58029 -2.41926 -2.54970
H -3.14575 0.38033 4.41167
H -3.41179 -1.13952 3.54957
H -4.66736 0.12480 3.53033
H -4.67803 1.43299 1.53462
H -4.52985 1.54585 -1.19154
H -3.38520 2.81394 -1.67187
H -4.57850 3.13776 -0.39434
H 0.19767 -3.07925 -0.74917
H 0.02898 -5.20966 -2.01935
H -1.82320 -5.54407 -3.62971
H -3.49502 -3.74330 -3.95865
H -3.29891 -1.62150 -2.68289
C 4.58228 1.58417 -0.00711
O 3.57223 0.78072 0.54243
C 4.07184 -0.31718 1.25471
C 3.04140 -0.83933 2.22249
O 1.79934 -1.11175 1.58263
C 0.99318 -1.92429 2.42092
H 5.20081 2.01501 0.78665
H 4.09536 2.39882 -0.54266
H 5.20988 1.01199 -0.70979
H 4.94129 -0.01858 1.85483
H 4.38645 -1.10567 0.54769
H 2.88735 -0.12132 3.03301
H 3.43862 -1.77702 2.64115
H 0.81223 -1.42068 3.37605
H 1.48939 -2.88835 2.59861
H 0.04761 -2.08347 1.90862
Te 0.80862 1.93009 3.33915
Te 3.39805 2.84726 3.43183
Te -2.79657 4.46710 3.06032
Te -1.53930 3.41973 0.94645
Br 3.47127 2.03240 -4.76029
C 2.48852 1.79035 -3.15246
C 2.51494 0.57086 -2.51109
C 1.79108 0.44575 -1.33458
N 1.06592 1.43979 -0.81875
C 1.05060 2.60475 -1.46300
C 1.75208 2.83745 -2.63489
H 3.07869 -0.26503 -2.89830
H 1.76010 -0.49165 -0.79872
H 0.44627 3.38889 -1.02591
H 1.71107 3.80271 -3.11677
*
```

Total energy in Eh: -5776.70587
Gap between HOMO and LUMO (alpha / beta) in eV: 3.73 / 3.74

Löwdin atomic charge list, values in e, 2 entries:
1. Ti 0.5472
2. C -0.0301

=====

[2]
Below is a molecular structure, C21H26Cl2N2O3SV, with properties calculated with wB97M-V/def2-TZVPD.

Structure (ORCA input):
```
! wB97M-V def2-TZVPD RIJCOSX def2/J DEFGRID3
* xyz 2 2
V 0.61983 -0.48342 0.07349
O 1.26772 1.16103 0.55587
C 2.27122 1.54842 1.36152
C 2.22257 2.80725 1.94344
C 3.27223 3.22034 2.74732
C 4.38490 2.40873 2.96888
C 4.43892 1.16422 2.38589
C 3.37635 0.70616 1.58676
C 3.46206 -0.59303 1.00419
N 2.51888 -1.18879 0.35025
C 2.80553 -2.53575 -0.19886
C 1.69456 -2.93953 -1.16474
N 0.45488 -2.42183 -0.58833
C -0.52202 -3.19989 -0.28469
C -1.59686 -2.82186 0.59796
C -2.73032 -3.63897 0.71630
C -3.69814 -3.35729 1.65719
C -3.52950 -2.28144 2.52735
C -2.40555 -1.47245 2.46018
C -1.45590 -1.74169 1.48698
O -0.33516 -0.96029 1.45561
H 1.36970 3.44596 1.76196
H 3.22912 4.19952 3.20586
H 5.19653 2.75828 3.59020
H 5.29666 0.52260 2.54543
H 4.40583 -1.12481 1.13076
H 2.84657 -3.24079 0.63399
H 3.76991 -2.53485 -0.70685
H 1.65089 -4.02444 -1.26756
H 1.84608 -2.49840 -2.14837
H -0.51253 -4.22355 -0.66114
H -2.83677 -4.49449 0.06106
H -4.57548 -3.98305 1.73863
H -4.27792 -2.08250 3.28306
H -2.24989 -0.65699 3.15254
C -1.20059 4.22248 -1.39826
C -1.30345 2.77072 -1.84337
S -1.52874 1.69898 -0.41211
O -0.91598 0.31676 -0.85800
C -3.29651 1.37604 -0.44019
C -3.79224 0.55713 -1.61686
H -1.05645 4.84723 -2.27838
H -0.35496 4.37344 -0.72898
H -2.10709 4.56477 -0.89850
H -0.38547 2.41528 -2.31003
H -2.12585 2.60336 -2.53753
H -3.73645 2.37790 -0.39722
H -3.50960 0.89279 0.51440
H -3.64743 1.06225 -2.57034
H -4.86113 0.38845 -1.49481
H -3.29543 -0.41080 -1.65337
Cl 1.87138 0.28609 -2.30728
C 1.03738 -0.03446 -3.88842
Cl 0.67888 1.44983 -4.72619
H 0.12462 -0.56806 -3.64857
H 1.73024 -0.63258 -4.46812
*
```

Total energy in Eh: -3413.17772
Gap between HOMO and LUMO (alpha / beta) in eV: 6.81 / 7.42

Löwdin atomic charge list, values in e, 2 entries:
1. V 0.9985
2. O -0.2244

=====

[3]
Below is a molecular structure, C21H26ClN3O2, with properties calculated with wB97M-V/def2-TZVPD.

Structure (ORCA input):
```
! wB97M-V def2-TZVPD RIJCOSX def2/J DEFGRID3
* xyz 0 1
C 6.75237 0.10279 -1.03030
C 6.30413 -0.77792 -0.04703
C 5.02451 -1.05856 0.21561
C 5.01386 -2.06033 1.33346
C 6.30203 -2.27242 1.52158
O 6.94989 -1.42826 0.88093
H 6.71777 -2.75148 2.60635
H 4.12258 -2.50463 1.72155
C 3.57485 -0.82245 -0.61419
O 3.01262 -1.77886 -1.04967
N 3.24227 0.66447 -0.62935
C 3.69027 1.62727 0.08746
H 4.71150 1.02077 0.60479
C 2.73289 2.03109 1.22623
C 1.41047 2.31095 0.33883
H 0.59582 2.55540 1.33635
C 0.98394 1.00006 -0.35421
N -0.26823 1.39533 -1.13809
C -0.83665 0.36080 -1.70729
H -0.25683 -0.46376 -1.83027
C -1.90297 -0.31959 -0.64197
N -2.91624 0.79080 0.04422
C -4.04684 0.45443 0.42936
C -4.86350 -0.57601 -0.12665
C -6.06806 -0.77998 -0.10111
C -6.55248 -0.31444 1.23419
C -5.88245 0.43976 1.90330
C -4.58257 1.12071 1.45641
H -4.14734 1.65776 2.16367
H -6.27683 1.07519 2.84364
H -7.61595 -0.49353 1.52147
Cl -6.99942 -2.17568 -0.85021
H -4.38402 -1.07033 -1.16239
C -2.14017 1.74569 0.35651
H -2.88410 2.57836 0.61955
C -1.15976 2.61011 -0.69883
H -0.67538 3.32355 -0.57803
H -1.83512 2.68380 -1.32658
H -1.54556 1.69452 1.29924
H -2.49884 -1.05706 -0.83979
H -1.16229 -0.72246 0.46346
H -1.68781 0.60038 -2.27149
C 2.00199 0.77134 -1.34131
H 1.78834 -0.17914 -1.97090
H 2.19516 1.74025 -2.08239
H 0.94265 0.22648 0.23807
H 1.68496 3.09104 -0.12121
H 3.20024 2.63718 1.82479
H 2.54501 1.19767 1.75928
H 3.92217 2.45024 -0.39895
H 5.94319 0.39878 -1.87172
H 7.13249 1.06627 -0.74622
H 7.69545 -0.35036 -1.73430
*
```

Total energy in Eh: -1590.02229
Gap between HOMO and LUMO in eV: 7.98

Löwdin atomic charge list, values in e, 2 entries:
1. C -0.0378
2. C -0.3960

=====

[4]
Below is a molecular structure, C21H26ClNdOP2, with properties calculated with wB97M-V/def2-TZVPD.

Structure (ORCA input):
```
! wB97M-V def2-TZVPD RIJCOSX def2/J DEFGRID3
* xyz 2 4
Nd -1.18625 -0.64719 1.30878
Cl 0.22355 1.21878 2.30600
P 0.34401 0.58756 -0.84014
C -1.08995 -0.27503 -1.60011
C -0.92826 -1.12944 -2.69858
C -2.03710 -1.75908 -3.25209
C -3.29905 -1.60272 -2.66012
C -3.47048 -0.83430 -1.51180
C -2.39308 -0.07491 -1.02468
C 0.09814 2.36418 -1.13618
C 0.96258 3.26096 -0.46523
C 0.69796 4.62686 -0.49608
C -0.36143 5.14437 -1.25348
C -1.17298 4.24993 -1.96784
C -0.95888 2.86745 -1.91778
C 1.89672 0.17823 -1.66597
C 2.92340 -0.40604 -0.89330
C 4.16531 -0.66269 -1.46781
C 4.40152 -0.34446 -2.81199
C 3.38112 0.21940 -3.58506
C 2.13471 0.48513 -3.01723
H 1.81409 2.86654 0.09460
H 1.31628 5.31595 0.08691
H -0.56020 6.22041 -1.27765
H -1.99774 4.64172 -2.56172
H -1.59794 2.17506 -2.47530
H 0.07438 -1.27047 -3.11951
H -1.92163 -2.38061 -4.14438
H -4.16523 -2.08926 -3.11940
H -4.44783 -0.75621 -1.00943
H -2.60514 0.73091 -0.29040
H 2.72591 -0.66299 0.14501
H 4.96374 -1.11199 -0.86891
H 5.38942 -0.52299 -3.24268
H 3.55721 0.45906 -4.63457
H 1.33725 0.91389 -3.62532
H -0.00736 -5.20807 -3.58360
H 0.74067 -5.15819 -3.54818
C -1.23014 -3.03872 5.44884
P -0.72351 -1.70398 4.43447
C -1.65331 -0.23318 4.76456
C 0.99139 -1.28131 4.65518
O -0.98717 -2.11074 2.95352
H -0.70569 -3.94681 5.12686
H -2.30851 -3.19797 5.33520
H -0.99313 -2.81825 6.50242
H -1.33096 0.13768 5.74085
H -1.38290 0.50972 3.99188
H -2.74068 -0.37865 4.75870
H 1.62626 -2.10349 4.30644
H 1.27570 -0.38164 4.08979
H 1.21518 -1.08242 5.71648
*
```

Total energy in Eh: -2594.91060
Gap between HOMO and LUMO (alpha / beta) in eV: 6.61 / 7.00

Löwdin atomic charge list, values in e, 2 entries:
1. Nd 1.5879
2. Cl 0.0099

=====

Question: Which of these has the highest total energy?
Answer: C21H26ClN3O2